(1)
# C34H29F6N2O4P2ReS2

A molecular structure, C34H29F6N2O4P2ReS2 in a non-equilibrium geometry (wB97M-V/def2-TZVPD, OMol25).

Cartesian coordinates (Å):
H1 -3.141 2.457 -4.356
C1 2.864 0.129 1.277
H2 4.702 -4.646 0.983
C2 -2.809 1.505 -3.907
C3 2.398 -2.362 -0.189
H3 3.547 -6.100 -0.795
H4 1.767 3.970 -0.329
H5 -1.926 2.201 2.453
F1 -2.406 -6.237 1.245
C4 1.456 2.653 -1.991
C5 3.213 -5.060 -0.568
S1 -1.955 -3.541 1.526
C6 3.922 -4.237 0.321
H6 4.342 -0.011 -0.336
H7 1.822 0.071 3.090
C7 4.047 0.493 0.616
C8 1.867 -3.154 -1.202
H8 -6.191 2.650 2.774
N1 0.903 1.649 -1.134
H9 -0.684 2.955 -0.547
F2 -3.204 -2.685 5.137
C9 1.942 3.854 -1.441
H10 -6.442 1.621 0.549
H11 -1.999 -1.593 -1.710
H12 -2.703 2.611 -2.040
C10 -0.161 2.045 -0.216
C11 -2.637 0.276 -4.561
H13 3.084 1.965 4.058
F3 -2.085 -1.001 6.057
C12 2.652 4.605 -3.616
H14 1.618 -5.120 -2.058
H15 3.004 5.820 -1.796
H16 0.184 2.253 0.827
O1 0.281 -1.822 4.702
H17 0.696 -0.257 -1.948
C13 -5.469 1.733 0.995
C14 -2.541 1.650 -2.522
F4 -2.885 -5.106 -0.537
C15 2.610 0.582 2.537
C16 -2.305 -0.832 -3.729
Re1 -0.593 -1.112 1.135
C17 4.557 1.977 2.478
H18 -3.851 2.791 3.812
C18 2.225 3.422 -4.147
C19 -4.049 2.400 2.790
O2 -0.903 -0.501 2.963
P1 -1.594 0.795 -0.063
C20 2.554 4.857 -2.240
H19 3.096 5.353 -4.272
H20 1.135 -2.776 -1.903
C21 -5.293 2.391 2.205
C22 -2.506 -1.578 4.900
C23 1.426 0.256 -1.274
C24 -4.354 1.217 0.307
C25 -2.175 0.545 -1.746
H21 5.259 2.677 2.929
N2 -0.688 -2.723 2.451
O3 -3.246 -2.994 1.801
C26 -3.043 1.362 0.817
C27 -2.140 -0.679 -2.345
H22 2.495 3.229 -5.144
C28 -2.915 2.010 2.037
C29 3.549 -2.906 0.458
C30 4.879 1.422 1.226
H23 -2.206 -1.761 -4.215
P2 1.602 -0.811 0.337
C31 2.200 -4.521 -1.338
C32 1.625 2.454 -3.368
F5 -0.879 -5.778 -0.225
C33 -1.938 -5.317 0.376
H24 -2.673 0.111 -5.619
H25 5.838 1.682 0.756
H26 2.420 0.321 -1.716
H27 4.140 -2.293 1.147
H28 -4.599 0.598 -0.537
F6 -3.340 -0.648 4.342
C34 3.450 1.541 3.114
S2 -0.820 -1.880 3.781
O4 -1.263 -2.717 0.251
H29 1.242 1.600 -3.883

Forces on the atoms, in the same order (eV/Å):
0.2258 -0.8975 -0.3631
-0.2959 -0.6258 -1.2002
-0.2236 0.3061 -0.7091
0.0192 0.9781 0.8551
1.1651 -0.5099 -0.4613
-0.4338 0.8572 0.6566
0.5938 0.1664 -1.3933
-0.1597 -0.1424 0.0968
0.9420 1.7139 -0.5706
-0.1886 -0.6482 0.6329
0.8061 -0.7725 -0.3835
2.5410 4.2673 -3.5565
-0.3134 -0.1052 0.0137
-0.2690 0.6792 0.7620
-0.1473 0.7338 0.1245
0.3586 0.0052 -0.6135
-0.8344 -1.0574 0.0079
0.4461 0.3375 -0.2033
0.6154 0.6826 -0.6221
0.7447 -0.0159 -0.2483
1.4214 0.8308 -0.5852
-0.2518 1.7870 1.3266
-0.1869 -0.0566 0.0257
0.1244 0.8692 -0.8003
0.1309 0.0124 -0.2368
-1.1835 0.7191 0.8478
0.7433 -0.3991 2.2945
0.6820 -0.2384 -0.1635
0.1991 -1.6037 -2.1918
0.6474 1.4951 0.9129
0.6862 0.3349 0.3037
-0.9778 -1.7787 -0.6330
0.0520 -0.3692 -0.6438
-1.3847 -1.0575 -1.1345
0.6615 -0.0669 0.3991
1.4821 -0.0452 -0.7288
-0.3413 -0.3478 -0.7751
1.1426 1.1224 1.3849
-0.2582 -0.0934 0.6346
-0.5935 1.9988 -0.1027
-0.2429 1.1208 -1.1045
1.3793 0.1445 -1.0658
-0.4392 -0.1829 -0.9360
-0.1908 -1.0188 0.7557
1.8445 0.7797 0.2599
-0.1861 0.0012 2.0401
1.1788 -1.0320 -0.3909
-0.1504 -0.0700 1.4477
-0.0144 -0.1372 0.1920
-0.3660 0.1515 0.1689
-1.0033 -1.0867 0.6940
-2.4472 1.7220 1.9416
-0.8215 -0.0193 0.0113
-0.7240 -0.1807 0.5553
0.2514 1.2242 -0.1233
-0.3627 -0.0168 -0.0603
-0.4962 -4.3084 0.8675
0.1838 -1.3398 0.4647
-0.6758 1.0466 0.0911
0.3673 -2.6117 -0.4555
-0.3276 -0.3319 -1.3068
-0.3133 0.1494 1.0902
-0.4324 0.5608 1.0515
0.6185 -0.2874 -0.2646
0.0890 -1.1425 -0.1667
0.5334 0.8005 -1.0372
-0.4798 0.9711 -0.4168
0.3329 -0.1896 -0.6721
0.0055 1.7547 1.2755
-2.5441 -4.3755 -0.6970
-0.3549 0.2722 -0.3632
-0.5335 -0.0944 0.1728
-0.1927 0.0254 -0.1904
-0.4330 -0.1623 -0.0937
0.3537 0.0688 -0.5291
1.8501 -1.8005 -0.1806
-2.1333 -0.2000 1.4607
0.5429 4.2608 2.1276
-1.9279 -2.8500 0.3784
-0.1260 -0.6818 0.0488

net charge: +3
2S+1: 4
⟨S²⟩: 3.784
HOMO level (alpha / beta): -16.55 / -16.55 eV
ΔE to the lowest compared entry with this formula, charge and spin: 25.5 kJ/mol
Kohn-Sham gap (alpha / beta): 4.90 / 4.89 eV

Atomic partial charges in e from the Löwdin method, atoms 1 to 2: number 1, H, carries 0.13; number 2, C, carries -0.39

(2)
# C34H29N5O7PtS3

A molecular structure, C34H29N5O7PtS3 in a non-equilibrium geometry (wB97M-V/def2-TZVPD, OMol25).

Cartesian coordinates (Å):
H1 0.577 -3.745 -2.567
C1 -3.435 -0.196 2.152
C2 -1.278 1.676 -8.028
C3 3.369 3.279 -1.105
C4 1.992 -4.568 3.427
H2 0.745 1.836 -6.302
C5 -0.176 1.494 -5.849
C6 4.629 1.460 1.343
C7 -3.661 2.915 -1.108
N1 3.278 1.845 0.920
H3 -3.210 2.470 -3.169
H4 -3.479 0.273 -4.259
O1 -4.779 1.821 3.318
C8 -0.305 -2.469 -0.900
H5 -2.461 3.164 0.629
C9 -4.215 -2.072 0.873
C10 1.687 -1.137 1.891
C11 0.117 -2.817 -2.268
H6 1.338 -5.334 3.822
H7 -3.401 0.828 -6.664
H8 -1.608 -2.957 2.856
C12 2.265 0.968 1.029
C13 3.367 -4.760 3.423
H9 0.662 1.283 -3.887
C14 -2.556 0.626 -4.702
Pt1 -0.964 0.321 1.102
H10 3.786 -5.683 3.803
C15 -0.805 -0.771 -2.128
O2 -1.349 -1.458 5.095
C16 -1.417 0.380 -2.471
H11 4.706 2.759 3.077
H12 5.323 2.046 0.738
O3 0.444 -1.142 1.756
C17 -4.330 -0.742 1.224
C18 3.143 3.200 0.398
C19 -2.163 1.268 -1.556
H13 3.310 4.314 -1.443
C20 -2.455 -1.007 2.731
H14 4.353 2.890 -1.374
H15 -5.109 -0.132 0.793
C21 -3.093 2.401 0.161
H16 5.872 1.433 3.106
O4 -2.405 2.324 2.624
S1 0.775 1.508 0.309
H17 -4.916 -2.493 0.164
H18 -0.035 -1.624 -4.089
C22 -0.185 -1.756 -3.030
H19 4.313 -1.791 2.093
N2 -2.167 1.308 -0.248
C23 -1.411 0.748 -3.918
H20 2.613 2.699 -1.637
O5 -2.680 0.550 4.662
H21 -4.401 3.698 -1.145
C24 3.671 -2.580 2.459
H22 -0.214 -3.089 -0.018
S2 -3.617 1.577 2.547
H23 3.881 3.809 0.923
C25 -3.217 -2.875 1.427
C26 4.854 1.708 2.826
H24 2.161 3.585 0.666
C27 1.458 -3.388 2.937
H25 5.278 -3.906 2.953
N3 -0.812 -1.289 -0.833
C28 -1.324 1.365 -6.626
C29 -2.350 -2.349 2.359
O6 -4.108 1.962 1.010
C30 2.293 -2.390 2.442
S3 -1.631 -0.350 4.217
O7 -0.443 0.290 3.675
H26 4.780 0.411 1.103
N4 -1.241 1.924 -9.149
C31 -2.516 0.930 -6.051
C32 -3.068 2.292 -2.118
C33 4.205 -3.763 2.943
C34 -0.224 1.184 -4.500
H27 4.158 1.111 3.413
H28 0.393 -3.211 2.963
N5 2.561 -0.175 1.614
H29 -3.147 -3.918 1.147

Forces on the atoms, in the same order (eV/Å):
-0.0169 0.0047 -0.0327
0.2923 0.1291 -0.2947
-0.0043 0.0313 -0.0785
-0.0080 0.0044 -0.0128
-0.0012 -0.0083 0.0038
0.0008 -0.0089 -0.0078
-0.0290 0.0038 0.0091
0.0057 0.0016 0.0187
-0.0081 0.1126 -0.0740
0.0750 -0.0855 -0.0688
-0.0066 0.0203 0.0048
0.0033 -0.0065 0.0021
-0.0027 -0.1105 0.0173
0.1429 0.1728 -0.0687
-0.0378 -0.0477 0.0938
-0.0030 0.0173 0.0313
0.0782 -0.0534 0.0494
0.1266 0.0497 -0.0605
-0.0052 0.0046 0.0060
0.0030 -0.0082 -0.0024
-0.0636 -0.0139 0.0430
-0.1135 0.4292 0.0058
0.0079 -0.0097 -0.0009
0.0054 -0.0066 0.0009
0.0261 -0.0858 -0.0438
0.6823 -0.7676 -0.8150
0.0011 0.0030 0.0106
-0.2411 0.0937 -0.1308
-0.2173 -0.2559 -0.2700
0.1622 -0.0973 0.0969
-0.0071 0.0026 -0.0032
0.0055 0.0036 0.0132
-0.4358 0.1791 0.0831
0.0305 -0.0320 -0.0305
0.0019 0.0148 0.0168
0.0237 0.0009 0.3623
-0.0040 0.0058 0.0054
-0.0320 0.3026 0.5136
0.0045 -0.0039 0.0032
0.0048 0.0093 0.0035
0.1365 -0.1318 -0.1442
0.0052 0.0026 -0.0073
-0.0225 -0.0484 0.7529
-0.1279 0.3704 -0.2858
-0.0044 -0.0078 0.0062
0.0098 -0.0428 0.0065
0.0593 -0.0847 -0.1393
0.0049 -0.0026 -0.0111
0.0734 0.2467 -0.2043
0.1498 0.1072 0.0013
0.0036 -0.0011 0.0060
0.0108 0.0388 0.2265
-0.0099 -0.0033 0.0116
-0.0115 0.0113 -0.0218
-0.0151 -0.0157 0.0058
-0.2460 -0.0090 -0.3981
-0.0024 0.0054 -0.0033
0.0122 0.0145 -0.0131
0.0001 -0.0078 0.0058
-0.0012 -0.0054 -0.0091
0.0367 0.0258 0.0214
0.0012 -0.0014 -0.0038
-0.5564 -0.8085 0.0982
0.0297 -0.0139 0.0518
-0.0830 0.0289 -0.1302
-0.0925 0.1780 -0.0824
-0.1049 -0.0795 -0.0602
0.5112 0.0721 0.1051
-0.0625 0.3116 0.5621
-0.0086 0.0014 0.0004
0.0003 -0.0038 0.0085
0.0004 0.0021 0.0199
-0.1156 -0.0784 0.0531
0.0043 0.0050 0.0050
-0.0517 0.0492 0.0095
-0.0015 -0.0057 0.0021
0.0259 -0.0005 0.0138
-0.0012 -0.1097 0.1416
-0.0033 -0.0040 -0.0006

2S+1: 1
HOMO level (alpha / beta): -7.87 / -7.87 eV
ΔE to the lowest compared entry with this formula, charge and spin: 283.8 kJ/mol
Kohn-Sham gap (alpha / beta): 5.52 / 5.52 eV

Atomic partial charges in e from the Löwdin method, atoms 1 to 2: number 1, H, carries 0.11; number 2, C, carries -0.26

(3)
# C34H29N8PdS2

A molecular structure, C34H29N8PdS2 (wB97M-V/def2-TZVPD, OMol25).

Cartesian coordinates (Å):
H1 -2.829 -0.973 3.869
C1 6.405 -1.041 5.763
H2 -5.096 3.465 -0.500
N1 0.554 5.580 -0.652
N2 2.244 0.953 0.929
C2 2.130 -2.033 -0.720
C3 -1.991 2.353 -1.243
H3 -4.627 1.967 1.471
H4 4.483 -3.760 1.845
H5 -2.469 -3.227 4.838
C4 -3.897 2.132 0.690
H6 1.407 4.291 -2.683
H7 1.078 8.065 -0.122
H8 4.991 -3.809 -0.573
C5 -0.133 -1.981 2.007
H9 1.712 0.807 2.922
H10 1.453 -1.549 -1.414
C6 -0.846 -3.739 3.529
C7 0.756 4.282 -0.749
C8 1.766 -2.091 0.652
C9 2.548 0.860 2.234
N3 -2.514 0.520 1.783
C10 -4.153 2.944 -0.410
N4 -1.716 1.608 -0.174
C11 -0.023 -3.315 2.518
H11 4.028 0.769 3.757
C12 4.898 0.950 1.784
H12 2.980 1.116 -0.999
C13 -2.033 -1.605 3.503
H13 -0.773 -4.752 3.901
S1 0.575 3.370 0.723
C14 3.842 0.848 2.695
H14 -1.229 2.406 -2.009
C15 6.409 0.018 4.859
H15 6.268 -0.856 6.821
C16 3.797 -3.312 1.140
H16 0.363 5.923 0.281
H17 0.646 -4.016 2.037
Pd1 0.307 1.125 0.369
C17 2.643 -2.713 1.584
C18 3.251 -2.691 -1.155
H18 -3.362 3.612 -2.296
C19 6.799 -1.591 3.129
H19 6.998 -1.844 2.096
H20 5.346 1.148 -0.320
C20 6.583 -0.276 3.517
H21 2.440 -2.628 2.645
C21 0.941 7.886 -1.182
N5 -1.373 0.043 1.791
C22 4.087 -3.324 -0.226
H22 1.383 2.748 -1.892
H23 3.496 -2.722 -2.208
C23 1.055 8.931 -2.082
H24 0.134 5.412 -3.386
C24 4.571 1.067 0.430
C25 6.785 -2.568 4.116
C26 0.464 6.369 -3.002
C27 -3.194 3.032 -1.400
C28 -1.214 -1.165 2.496
C29 -2.679 1.490 0.762
C30 3.249 1.066 0.048
S2 6.587 1.007 2.272
N6 6.571 -2.308 5.401
H25 6.298 1.038 5.204
N7 1.124 3.718 -1.897
H26 0.432 7.248 -4.949
H27 0.987 9.516 -4.146
C31 0.589 7.427 -3.894
C32 -1.823 -2.880 4.041
C33 0.662 6.607 -1.648
H28 6.968 -3.607 3.861
H29 1.273 9.926 -1.719
N8 0.603 -1.503 0.999
C34 0.892 8.701 -3.443

Forces on the atoms, in the same order (eV/Å):
-0.0095 -0.0031 -0.0032
0.0072 0.0119 -0.0188
-0.0005 0.0096 0.0050
-0.1487 0.0391 0.1000
-0.1334 0.0711 0.0410
0.0230 0.0251 -0.0544
0.0539 -0.0339 -0.0473
-0.0012 -0.0104 0.0091
0.0184 0.0000 0.0181
-0.0084 -0.0038 -0.0030
0.0358 -0.0261 -0.0317
0.0198 -0.0498 0.0977
0.0058 -0.0104 0.0048
-0.0041 -0.0076 -0.0004
0.0031 -0.0146 0.0806
0.0093 0.0198 0.0015
0.0131 0.0125 0.0092
0.0090 -0.0020 0.0254
0.2252 -0.0638 0.0064
-0.0007 0.0942 0.0307
-0.0385 -0.0108 0.0346
0.0475 -0.0469 -0.0219
0.0181 0.0020 -0.0098
0.2697 0.1437 0.0824
0.0241 0.0154 0.0275
0.0019 -0.0009 0.0097
0.1127 0.0322 0.1183
-0.0047 0.0584 0.0007
0.0820 0.0835 0.0372
0.0012 0.0006 0.0074
0.0780 0.0917 -0.1022
0.0020 -0.1414 -0.0300
0.0009 0.0435 0.0485
0.0201 0.0220 0.0082
-0.0024 0.0041 0.0049
-0.0416 0.0179 0.0104
-0.1121 -0.0347 -0.0250
-0.0332 0.0025 -0.0248
-0.4412 0.4709 -0.0134
0.0412 -0.0398 0.0368
-0.0353 0.0073 -0.0166
-0.0051 -0.0020 -0.0092
-0.0269 -0.0025 -0.0283
0.0069 0.0060 0.0075
-0.0036 -0.0139 -0.0046
-0.0380 0.1080 0.0794
0.0211 0.0211 -0.0023
0.0895 -0.0457 -0.0133
0.1346 -0.2702 -0.1030
0.0213 -0.0185 -0.0186
0.0458 0.0194 0.0236
0.0036 0.0079 -0.0024
-0.0125 -0.0193 -0.0321
-0.0337 0.1060 0.0319
0.0067 0.0670 -0.0063
0.0176 -0.0488 -0.0445
-0.1520 0.0705 -0.1391
-0.0431 -0.0286 -0.0022
-0.1017 -0.0230 0.0831
-0.0080 -0.0471 -0.0030
0.0169 -0.0796 -0.0386
-0.0956 -0.1407 -0.1422
-0.0061 -0.0037 0.0523
-0.0092 0.0033 -0.0039
-0.0184 -0.1161 -0.0447
-0.0043 0.0098 -0.0048
0.0003 0.0026 -0.0004
0.0062 0.0164 -0.0044
-0.0039 -0.0059 0.0009
0.1394 0.0391 -0.0030
-0.0104 0.0265 0.0059
0.0017 0.0037 -0.0017
-0.0431 -0.4054 -0.1016
-0.0036 -0.0152 0.0163

net charge: +3
2S+1: 1
HOMO level (alpha / beta): -15.67 / -15.67 eV
ΔE to the lowest compared entry with this formula, charge and spin: 144.2 kJ/mol
Kohn-Sham gap (alpha / beta): 4.33 / 4.30 eV

Atomic partial charges in e from the Löwdin method, atoms 1 to 2: number 1, H, carries 0.13; number 2, C, carries -0.11